[1]
Molecular formula: C20H45As3N4OPd
Method: DFT, the ωB97M-V functional and the def2-TZVPD basis

CARTESIAN COORDINATES (ANGSTROEM)
Pd1 0.50097 0.67314 0.21291
C1 -2.07095 1.75561 -2.36759
As1 -0.60483 0.53453 -2.04944
C2 0.62491 0.86792 -3.50544
C3 -1.42727 -1.20650 -2.45357
C4 -0.66522 -2.48337 -2.04894
C5 0.84543 -2.33385 -2.28040
C6 -0.92771 -2.84918 -0.58173
As2 -0.35726 -1.59329 0.83056
C7 0.80483 -2.66362 1.94578
C8 -1.96165 -1.34522 1.88580
C9 -1.07336 -3.67156 -2.97273
As3 -2.86725 -4.46097 -3.04795
C10 -4.37211 -3.27640 -2.87205
C11 -3.05604 -6.03454 -1.96247
H1 -2.44146 1.60522 -3.38261
H2 -1.71391 2.77922 -2.27027
H3 -2.87458 1.57793 -1.65566
H4 0.16849 0.52240 -4.43369
H5 1.57055 0.35934 -3.33828
H6 0.79854 1.94051 -3.57917
H7 -1.57557 -1.17405 -3.53748
H8 -2.42203 -1.18276 -1.99875
H9 1.26653 -1.52637 -1.67343
H10 1.06875 -2.12029 -3.32689
H11 1.36737 -3.25491 -2.01560
H12 -0.40792 -3.78005 -0.33914
H13 -1.99451 -3.01373 -0.39640
H14 0.32115 -3.62151 2.13966
H15 0.97740 -2.15275 2.89155
H16 1.75524 -2.83141 1.44250
H17 -2.29690 -2.31471 2.25670
H18 -2.74730 -0.89599 1.28004
H19 -1.74073 -0.70084 2.73489
H20 -0.43961 -4.53463 -2.75176
H21 -0.85512 -3.39505 -4.00735
H22 -4.27242 -2.43723 -3.55616
H23 -4.43982 -2.93292 -1.83794
H24 -5.27011 -3.84287 -3.11747
H25 -2.16976 -6.65617 -2.07119
H26 -3.93702 -6.58095 -2.29679
H27 -3.18890 -5.73046 -0.92199
C12 5.95612 -0.12438 -0.90232
N1 4.60725 0.45973 -0.90015
C13 4.25651 1.66699 -1.44551
C14 2.93038 1.83700 -1.19556
N2 2.46921 0.73637 -0.50042
C15 3.51608 -0.06843 -0.34064
H28 6.52534 0.33886 -1.70261
H29 5.88422 -1.19253 -1.08661
H30 6.44027 0.06762 0.05193
H31 4.97279 2.29063 -1.95289
H32 2.29665 2.66718 -1.45933
H33 3.51241 -1.02104 0.16315
C16 1.11082 3.83751 5.08113
N3 1.02742 3.35294 3.69028
C17 2.23838 2.69616 3.18607
C18 -0.05759 3.22940 2.93942
O1 -0.16301 2.51398 1.94133
N4 -1.19075 4.08235 3.26244
C19 -2.48075 3.72756 2.72299
C20 -1.10177 5.37488 3.91590
H34 1.75215 3.14369 5.62040
H35 0.13952 3.82878 5.56281
H36 1.56065 4.82863 5.12037
H37 3.09146 3.10273 3.72164
H38 2.34326 2.89098 2.12112
H39 2.18727 1.61836 3.36095
H40 -2.45901 2.72462 2.31842
H41 -2.74372 4.45801 1.94902
H42 -3.21757 3.83494 3.52639
H43 -0.10695 5.79741 3.80217
H44 -1.33900 5.25472 4.97972
H45 -1.85690 6.02669 3.47829

## Properties
Energy relative to the best compared isomer or geometry (same formula, charge and spin) = 6.73 kcal per mole
2S+1 = 5
E_LUMO (spin up / spin down) = -9.637 / -13.683 eV
Frontier orbital gap (spin up / spin down) = 0.334 / 0.203 Ha
Charge = +4


[2]
Molecular formula: C21H43NO11S5
Method: DFT, the ωB97M-V functional and the def2-TZVPD basis

CARTESIAN COORDINATES (ANGSTROEM)
C1 2.00491 -4.32529 1.44724
C2 1.38753 -2.93770 1.28258
S1 1.27852 -2.09239 2.88072
C3 0.64960 -0.50298 2.27585
O1 1.14961 0.52075 3.13957
C4 0.97665 1.76155 2.65519
O2 0.08788 2.06264 1.90414
O3 1.85049 2.65426 3.09636
C5 2.98039 2.24228 3.90032
N1 4.11661 3.05338 3.45351
H1 2.31404 -4.68426 0.46753
H2 2.86400 -4.31947 2.11974
H3 1.24638 -5.02251 1.80741
H4 1.95808 -2.32102 0.58233
H5 0.37915 -3.04382 0.87107
H6 -0.43949 -0.52070 2.27831
H7 1.03509 -0.35504 1.26553
H8 2.75521 2.50014 4.93465
H9 3.19357 1.18257 3.78900
H10 3.85931 3.41716 2.54193
H11 4.95661 2.49685 3.37778
O4 -2.56981 2.00264 -4.20972
S2 -3.28967 2.12541 -2.96695
O5 -4.67587 1.73087 -2.88273
C6 -2.35079 1.32155 -1.67469
C7 -1.43500 2.41538 -1.13579
C8 -2.30588 3.67312 -1.02880
C9 -3.09366 3.79980 -2.34031
H12 -1.82125 0.47057 -2.09700
H13 -3.05780 0.98512 -0.91648
H14 -1.00598 2.13851 -0.17548
H15 -0.61424 2.59152 -1.83515
H16 -2.99730 3.56615 -0.19101
H17 -1.70654 4.56309 -0.84564
H18 -4.08030 4.23332 -2.19747
H19 -2.54607 4.36549 -3.09162
O6 6.55878 3.13413 5.04554
S3 5.86639 3.30136 6.29775
O7 4.50786 2.86979 6.50221
C10 6.89797 2.58540 7.57511
C11 7.80763 3.73125 8.00652
C12 6.90657 4.97061 8.09845
C13 6.04659 5.00898 6.82811
H20 7.43037 1.73036 7.16579
H21 6.24309 2.26836 8.38635
H22 8.29735 3.51434 8.95461
H23 8.58388 3.89211 7.25548
H24 6.26371 4.88871 8.97695
H25 7.48766 5.88556 8.20247
H26 5.05725 5.42259 7.00482
H27 6.53553 5.55023 6.02087
O8 1.45156 -6.47314 -0.76752
S4 1.87004 -6.42433 -2.14738
O9 3.26314 -6.30192 -2.48832
C14 1.14954 -7.81302 -3.01663
C15 -0.19896 -7.29315 -3.50443
C16 0.06308 -5.87682 -4.03507
C17 0.92096 -5.14929 -2.99213
H28 1.07721 -8.65911 -2.33750
H29 1.81003 -8.05451 -3.84890
H30 -0.62043 -7.94141 -4.27090
H31 -0.90467 -7.25299 -2.67199
H32 0.60429 -5.93609 -4.98108
H33 -0.86404 -5.33749 -4.22223
H34 1.61471 -4.44220 -3.43976
H35 0.31090 -4.64672 -2.24363
O10 -7.64725 -0.17137 -8.09703
S5 -8.41296 -0.06080 -6.88082
O11 -9.79857 -0.45573 -6.84369
C18 -7.51550 -0.87191 -5.56203
C19 -6.62163 0.22155 -4.98420
C20 -7.49564 1.47701 -4.89922
C21 -8.23805 1.60998 -6.23594
H36 -6.96959 -1.71902 -5.97061
H37 -8.24863 -1.21489 -4.83218
H38 -6.22342 -0.05641 -4.01154
H39 -5.77659 0.40414 -5.65114
H40 -8.21614 1.36550 -4.08624
H41 -6.90031 2.36333 -4.68908
H42 -9.22912 2.04239 -6.12448
H43 -7.66475 2.18026 -6.96423

## Properties
E_LUMO = 0.194 eV
Frontier orbital gap = 0.334 Ha
SMILES = CCSCOC(=O)OCN.O=S1(=O)CCCC1.O=S1(=O)CCCC1.O=S1(=O)CCCC1.O=S1(=O)CCCC1


[3]
Molecular formula: C4H5Cl3O3PS
Method: DFT, the ωB97M-V functional and the def2-TZVPD basis

CARTESIAN COORDINATES (ANGSTROEM)
C1 -2.73693 0.62024 -0.19368
C2 2.38705 0.10788 1.04007
C3 -1.82317 -0.43921 -0.83842
C4 1.37676 0.84084 0.16127
O1 0.22874 -2.32789 -1.71106
O2 0.14594 -1.69005 0.91814
O3 0.83501 0.01939 -0.84576
P1 0.00450 -1.38740 -0.56231
S1 -2.85210 2.11639 -0.76521
Cl1 -3.38602 0.14900 1.31520
Cl2 0.12845 1.56166 1.23869
Cl3 2.14745 2.17814 -0.70320
H1 2.08476 -0.89461 0.91492
H2 3.41808 0.15046 0.60216
H3 2.33172 0.58213 2.03466
H4 -2.44872 -1.37606 -0.73142
H5 -1.84154 -0.21089 -1.87407

## Properties
2S+1 = 3
E_LUMO (spin up / spin down) = 2.878 / 0.350 eV
Frontier orbital gap (spin up / spin down) = 0.227 / 0.228 Ha
Charge = -1


[4]
Molecular formula: C5H11NO
Method: DFT, the ωB97M-V functional and the def2-TZVPD basis

CARTESIAN COORDINATES (ANGSTROEM)
C1 -1.81037 0.40084 -1.18340
C2 -1.43114 -0.49318 0.38366
N1 -0.01210 -0.38723 0.63203
C3 0.60136 0.21702 1.80821
C4 0.64502 -0.48946 -0.55517
C5 2.03687 0.03261 -0.69886
O1 0.04938 -0.93054 -1.52698
H1 -2.79785 0.02376 -1.41278
H2 -1.32253 0.42133 -2.20682
H3 -1.76981 1.44229 -0.88868
H4 -1.70352 -1.52473 0.14917
H5 -1.92181 -0.28047 1.37499
H6 -0.06142 0.14165 2.67530
H7 1.52641 -0.31355 2.06683
H8 0.85165 1.27607 1.65846
H9 2.33333 -0.24782 -1.70756
H10 2.71074 -0.41272 0.03350
H11 2.07576 1.12413 -0.60189

## Properties
Energy relative to the best compared isomer or geometry (same formula, charge and spin) = 62.05 kcal per mole
E_LUMO = 0.882 eV
Frontier orbital gap = 0.362 Ha
SMILES = CCN(C)C(C)=O


[5]
Molecular formula: C7H7NO2
Method: DFT, the ωB97M-V functional and the def2-TZVPD basis

CARTESIAN COORDINATES (ANGSTROEM)
O1 0.07032 -2.92305 1.42588
C1 -0.10145 -2.68034 0.26810
C2 -0.48840 -1.30477 -0.28701
O2 -1.14510 -1.55329 -1.49940
C3 -1.25387 -0.38849 0.73579
N1 -0.21410 0.60340 0.53945
C4 0.40138 1.76943 0.80634
C5 1.57258 1.75609 0.07763
C6 1.67493 0.53403 -0.63265
C7 0.53208 -0.14265 -0.31560
H1 -0.01915 -3.43716 -0.52805
H2 -1.32061 -0.71556 -1.94429
H3 -2.24948 -0.07564 0.41126
H4 -1.28761 -0.79453 1.74878
H5 -0.00657 2.51886 1.45406
H6 2.29368 2.54949 0.04353
H7 2.47672 0.23145 -1.27425

## Properties
Energy relative to the best compared isomer or geometry (same formula, charge and spin) = 50.92 kcal per mole
E_LUMO = 0.643 eV
Frontier orbital gap = 0.339 Ha
SMILES = O=C[C@@]1(O)Cn2cccc21


Largest force on an atom values, unit eV Å⁻¹, following the record order: 0.3, 1.0, 4.7, 2.0, 1.0.